(1)
13
Properties=species:S:1:pos:R:3 method="wB97M-V/def2-TZVPD" homo_ev="-12.8 / -12.4" largest_force_ha_per_bohr=0.0702 relative_energy_kcal_mol=58.86 homo_lumo_gap_ev="7.42 / 6.90" charge=+1 e_lumo_ha="-0.1976 / -0.2016"
H 0.17684 1.07242 -1.86488
C 0.04833 0.10229 -1.38099
H -0.97604 0.71928 1.06697
N 0.63971 -0.04049 0.00432
H -1.94156 -0.47632 3.34526
H 0.75689 -1.07838 0.13612
H -0.90059 -0.16026 -1.16919
H 0.62731 0.96489 1.88112
H 2.00939 0.02419 -2.90819
Se -3.17579 -0.90449 2.43918
Se 1.03975 -1.06293 -2.62414
C 0.05937 0.63400 1.06560
H 1.63640 0.20581 0.00883

(2)
117
Properties=species:S:1:pos:R:3 method="wB97M-V/def2-TZVPD" homo_ev=-9.7 largest_force_ha_per_bohr=0.0550 relative_energy_kcal_mol=56.53 homo_lumo_gap_ev=10.30 e_lumo_ha=0.0217
H 1.68283 0.22010 -6.12482
H 2.90216 -0.70316 -2.48742
H -1.05084 -0.83541 1.17591
H 0.66064 -2.22168 -1.86805
H -0.79904 6.14520 -1.44687
C 4.14020 0.89975 -1.76095
H -2.57883 -2.05238 6.14166
H 0.29839 0.82401 2.04848
H 1.93052 1.96005 -5.55980
C -1.74006 -3.65917 2.07090
H -1.28408 -1.76100 -3.54861
C 1.32935 -3.81465 -2.78234
H 4.18765 -0.18857 2.63173
H 3.97110 0.23240 5.15182
H 4.65784 -1.08941 -2.34698
H -4.68827 1.24272 1.77291
H -4.58355 -0.50669 -1.32691
H 0.90918 0.23908 0.47602
H -0.87437 -0.60491 -0.88582
H -2.48952 -0.64282 -2.72667
H -0.35963 5.04990 -0.13826
H 4.39126 -4.70375 0.96441
H 0.62798 1.46483 -6.57621
H 2.75169 -2.56306 -3.78935
C -4.65190 2.18268 3.44417
O 1.24306 0.50895 -3.35397
C -4.29990 -1.23255 0.65435
C -2.04008 -4.93707 1.35477
H -2.96829 -3.27620 -2.86159
O -1.13933 0.08618 0.84542
O -0.22054 -0.72149 4.20354
H 1.98408 -4.60403 -2.41933
H -1.19721 -5.63844 1.14758
H 4.77583 6.80045 -1.88283
H 2.34507 1.46129 -1.93666
H -2.13076 -2.34061 4.42767
H 2.81052 5.70570 -0.85545
O -0.89843 -2.73398 1.36621
H -2.79694 4.24869 -0.07777
H 4.61658 1.33114 -2.69048
H -2.38714 -0.67918 4.99785
H -4.58767 3.48804 1.74882
O 3.00924 1.56419 -1.29541
C -0.52530 -1.46107 5.38612
O 2.43062 -1.03947 3.42782
H 1.93321 -3.56052 -4.86893
H 3.45459 6.62940 -3.12394
C 1.21105 1.13756 -5.76858
H -0.31150 -0.85656 6.27508
H -1.29783 -3.89886 3.02722
C -1.18561 5.57895 -0.62531
H 1.04338 -2.26013 -4.18247
H 0.30169 -4.17204 -2.89691
C 3.37381 5.13957 -1.59789
C -1.73538 -1.49836 -2.61431
H 4.74823 5.53116 -3.12343
C -2.44715 4.77217 -0.93507
H 2.22326 -1.47979 2.55923
H 4.06337 4.52719 -1.04905
O -3.88836 0.93439 -0.05991
C 3.44763 -4.93141 0.43840
H -4.55225 -2.24585 0.33877
H 0.75923 -0.72204 4.18856
H -3.63139 2.02828 3.71992
H -0.24861 2.01049 -0.74477
C -4.72827 -0.15113 -0.31346
H -6.02964 3.62187 2.73471
H 3.17413 -5.99891 0.49827
C -2.02878 -1.67204 5.25293
H -5.17849 2.10843 4.44201
H -3.22419 -1.21990 0.73947
O -5.09070 1.12675 2.63423
O 2.53868 4.30899 -2.37990
H -0.10295 1.75274 -4.17908
H -1.63013 3.22013 -1.87049
H -3.05593 0.58363 0.28220
H -0.28742 -0.02577 -4.63856
O -2.32176 3.85640 -2.02185
H 1.35685 -4.69605 0.70468
C 1.78409 -3.04956 -3.98072
H -4.73758 -0.92943 1.59761
C -4.94464 3.46803 2.74400
C 0.06325 0.75067 0.99636
H 2.73231 0.70895 2.40094
C 3.59465 0.88931 4.38247
H 2.21824 -2.65123 -0.10039
H 5.01041 1.02700 -1.01118
O 1.35742 -2.88244 -1.68774
C 2.27258 -4.19053 1.07339
C 4.13797 6.08509 -2.46910
H 4.36930 1.61527 4.24933
C 0.40722 0.85495 -4.46307
H -1.69959 -3.42788 -1.61254
C -0.05932 2.10798 0.29381
O -0.65651 -1.05422 -1.72650
H -3.15119 5.51164 -1.21022
H -5.79929 0.15878 -0.27324
H -2.56814 -4.71809 0.47041
O 2.21131 -2.75561 0.91442
H 0.64414 0.04230 -2.75851
H -1.43697 6.37493 0.07150
C 3.29107 0.09506 3.12512
H 2.64024 1.37007 4.63305
H 3.56640 -1.04454 -0.95958
H 3.52701 -4.80990 -0.69225
H -2.82790 -5.46509 1.95062
H -0.87015 2.72920 0.82740
H -4.53874 4.36507 3.21340
H 0.04585 -2.86390 1.45335
H 0.07624 -2.34422 5.52840
H 2.52829 3.48881 -1.89758
H -3.15233 -2.46321 -1.35981
H 2.29246 -4.31644 2.13825
H 0.91905 2.63061 0.35736
C -2.41841 -2.74199 -2.07591
C 3.79293 -0.59393 -1.90472
H -2.63847 -3.09486 2.22448

(3)
16
Properties=species:S:1:pos:R:3 method="wB97M-V/def2-TZVPD" smiles=CC.CC homo_ev=-11.7 largest_force_ha_per_bohr=0.0436 relative_energy_kcal_mol=13.29 homo_lumo_gap_ev=12.84 e_lumo_ha=0.0411
H -2.51844 -0.83755 -0.63471
H 0.70649 0.50283 -1.75143
H -2.21612 -0.07178 2.01340
H 2.84618 1.36882 0.28078
H -1.27153 -2.01018 -0.04487
H 2.10136 1.62390 -1.99764
H -0.71123 -1.03363 1.74136
H -1.14262 0.41666 0.65044
C 1.83287 1.02004 0.00365
H 1.17340 1.83101 0.29250
H -3.04100 -1.89540 0.57960
C 1.74840 0.70776 -1.51271
H 1.63538 0.22433 0.71710
C -2.15365 -1.41343 0.23565
H 2.52393 -0.02889 -1.81734
C -1.51343 -0.40448 1.24423

(4)
24
Properties=species:S:1:pos:R:3 method="wB97M-V/def2-TZVPD" homo_ev=-8.8 largest_force_ha_per_bohr=0.0776 relative_energy_kcal_mol=80.16 homo_lumo_gap_ev=9.47 e_lumo_ha=0.0266
H -0.44723 0.36549 1.63725
C 1.34598 -2.31931 1.09440
H 1.65258 -0.02677 -0.74062
H -2.01435 2.14294 0.39232
H -1.94666 -1.28845 0.32278
C -0.30590 0.89213 -1.15538
H 2.23080 -1.62514 0.67293
H -1.13789 -1.48013 2.05043
H 1.40207 -2.26950 2.22594
H 1.56504 -3.49393 0.85943
S 0.54116 1.30386 1.38226
H -1.02745 3.46135 1.02154
H 0.74707 2.63690 -0.48951
H -1.44900 3.47505 -0.66303
O 1.04852 -2.87665 -1.83181
H 1.18071 -0.10445 -2.55849
H -0.74097 1.15261 -2.06670
S 0.14252 -1.82102 -1.40866
C 0.06151 -1.87339 0.47561
C -1.10146 -1.52080 0.98672
H -1.20858 0.35944 -0.75258
C -0.07604 2.01864 -0.17075
C 0.82370 -0.00186 -1.46305
C -1.28612 2.89298 0.17897

(5)
12
Properties=species:S:1:pos:R:3 method="wB97M-V/def2-TZVPD" smiles="CN(S)C(N)=S" homo_ev=-8.4 largest_force_ha_per_bohr=0.0566 relative_energy_kcal_mol=13.41 homo_lumo_gap_ev=8.85 e_lumo_ha=0.0163
S 2.05143 -0.24806 0.01459
H 0.46241 2.02280 1.15281
C -0.62392 -0.42236 -0.08092
H 0.47728 -2.16987 -0.45934
H 2.03306 -0.37196 1.34510
H -0.56724 2.26737 -0.54640
N 0.48554 0.41576 -0.21526
H -1.17286 -2.33706 -0.12555
H 1.37213 2.22773 -0.53163
N -0.32127 -1.76851 -0.00326
C 0.43510 1.84046 -0.04630
S -2.21529 0.20565 0.07654

(6)
59
Properties=species:S:1:pos:R:3 method="wB97M-V/def2-TZVPD" homo_ev=-5.2 largest_force_ha_per_bohr=0.1741 relative_energy_kcal_mol=136.56 homo_lumo_gap_ev=9.04 charge=-2 e_lumo_ha=0.1422
H 35.30718 -37.96483 18.43049
O 34.48852 -37.73206 22.15954
H 38.39590 -37.80075 20.95541
O 33.12333 -37.30231 20.58935
O 36.19483 -41.47686 23.20439
H 29.14780 -44.21046 22.31589
H 30.16687 -39.22551 20.15866
H 28.09563 -38.19193 24.33025
O 37.62884 -37.53602 21.47209
C 35.13869 -41.18827 22.72399
H 37.29711 -42.53599 23.84861
H 37.51027 -40.23457 23.44871
H 27.91378 -39.67949 23.73631
O 35.48800 -40.27745 20.52046
H 28.94337 -38.27141 21.98654
H 29.79833 -38.31931 25.72673
H 36.88147 -37.78548 20.96953
C 34.75870 -40.58870 21.43262
O 29.21048 -37.67507 21.32474
H 38.02138 -38.79681 22.83241
O 36.06818 -38.21342 18.93046
O 38.24054 -42.98726 24.07214
C 35.64730 -38.36080 25.25047
O 30.15109 -39.56601 23.90302
O 30.92927 -39.63127 19.80297
H 31.82137 -39.22924 20.07382
O 33.16466 -36.72824 23.80300
O 38.18645 -39.59344 23.44885
C 31.02715 -40.28557 23.50405
O 29.08078 -45.15246 22.27866
C 36.27303 -37.14928 24.83779
O 34.15546 -41.40928 23.37462
O 27.56965 -41.51684 24.27343
H 26.64727 -41.46253 24.00787
O 31.95570 -42.10827 22.67458
O 37.39043 -36.88113 25.15045
H 29.71227 -45.54000 22.90878
O 33.55085 -40.68843 21.27715
H 32.64265 -43.62448 21.27331
O 29.14226 -37.66101 25.71821
C 32.62050 -36.78704 22.69398
H 35.80708 -39.05049 19.34605
O 31.58298 -36.24968 22.42032
B 32.88240 -41.01799 22.58392
O 36.03601 -39.25691 25.99544
O 29.84197 -42.21607 22.81348
H 27.81599 -42.03784 23.60501
H 29.64872 -36.84649 25.12173
O 27.47583 -38.80901 23.77231
H 38.21354 -42.72264 25.04948
H 29.67126 -36.80107 21.58568
B 34.47886 -37.33332 23.62964
C 30.88468 -41.66499 23.13425
H 33.49122 -43.61296 19.89855
O 33.11891 -44.11942 20.63696
O 35.59825 -36.51133 23.97753
C 33.45941 -37.29478 21.74106
O 32.21591 -39.84489 23.21941
O 34.57887 -38.50574 24.53252